{"formula": "C40H32Cl2F3IN5O3OsS", "method": "ωB97M-V with the def2-TZVPD basis set", "species": ["Os", "C", "O", "C", "C", "C", "C", "C", "C", "N", "C", "N", "C", "C", "C", "C", "C", "C", "O", "C", "N", "C", "C", "C", "C", "C", "C", "O", "C", "H", "H", "H", "H", "H", "H", "H", "H", "H", "H", "H", "H", "H", "H", "H", "H", "H", "H", "H", "H", "H", "H", "Cl", "C", "C", "C", "C", "C", "Cl", "C", "S", "H", "H", "H", "I", "C", "C", "N", "N", "C", "H", "H", "H", "F", "C", "F", "F", "C", "C", "C", "C", "C", "C", "C", "C", "H", "H", "H", "H"], "xyz": [[-1.660, 1.846, 0.294], [2.504, -1.708, 2.160], [3.156, -0.428, 2.211], [3.990, -0.136, 1.171], [5.340, 0.046, 1.444], [6.227, 0.368, 0.430], [5.772, 0.515, -0.876], [4.423, 0.376, -1.147], [3.525, 0.067, -0.129], [2.140, -0.067, -0.436], [1.151, 0.735, 0.033], [1.569, 1.738, 0.830], [0.858, 2.363, 1.867], [-0.525, 2.425, 1.899], [-1.058, 3.015, 3.052], [-0.311, 3.529, 4.084], [1.076, 3.494, 3.992], [1.659, 2.924, 2.876], [2.992, 2.835, 2.660], [3.870, 3.340, 3.662], [-0.116, 0.525, -0.263], [-0.424, -0.684, -1.036], [-0.936, -2.009, 0.681], [-2.527, -2.136, -1.433], [-2.388, -1.933, -2.752], [-1.310, -1.129, -3.296], [-0.410, -0.517, -2.504], [0.603, 0.284, -2.906], [0.734, 0.523, -4.305], [1.962, -1.806, 3.096], [3.250, -2.502, 2.086], [1.807, -1.778, 1.328], [5.674, -0.099, 2.464], [7.277, 0.494, 0.657], [6.462, 0.752, -1.674], [4.042, 0.516, -2.153], [1.930, -0.556, -1.293], [2.573, 1.804, 0.939], [-2.967, 2.527, 2.428], [-0.782, 3.961, 4.960], [1.678, 3.893, 4.793], [4.874, 3.228, 3.269], [3.767, 2.764, 4.584], [3.672, 4.395, 3.855], [-1.228, -2.821, 1.330], [-3.348, -2.709, -1.023], [-3.101, -2.365, -3.444], [-1.263, -1.003, -4.368], [1.610, 1.152, -4.425], [-0.148, 1.043, -4.684], [0.870, -0.412, -4.849], [-3.060, 1.250, -1.674], [-4.575, 0.651, -1.000], [-5.606, 0.490, -1.907], [-6.824, 0.024, -1.449], [-6.981, -0.262, -0.101], [-5.922, -0.093, 0.775], [-6.196, -0.472, 2.445], [-4.661, 0.365, 0.357], [-3.306, 0.456, 1.482], [-5.451, 0.729, -2.951], [-7.648, -0.111, -2.137], [-7.927, -0.620, 0.282], [-4.034, 7.070, 2.107], [-3.363, 5.110, 2.000], [-3.054, 4.494, 3.132], [-2.542, 3.114, 3.176], [-2.736, 3.412, 0.419], [-3.272, 4.524, 0.627], [-3.114, 4.967, 4.101], [-2.827, 2.685, 4.056], [-3.710, 5.118, -0.182], [1.254, -7.585, -3.269], [2.098, -6.545, -3.330], [3.277, -6.962, -2.836], [2.295, -6.255, -4.625], [1.572, -5.358, -2.569], [1.949, -4.073, -2.935], [1.455, -2.985, -2.236], [0.577, -3.158, -1.166], [0.231, -4.455, -0.795], [0.720, -5.548, -1.493], [0.005, -2.007, -0.436], [-1.541, -1.570, -0.540], [2.625, -3.924, -3.766], [1.759, -1.991, -2.550], [-0.433, -4.614, 0.046], [0.434, -6.549, -1.201]], "forces_ev_per_angstrom": [[-0.1142, -0.2926, 0.3540], [0.1709, 0.0262, 0.0158], [-0.2393, -0.0239, 0.0222], [0.1050, -0.0344, 0.0750], [0.0589, -0.0413, -0.0357], [-0.0234, 0.0123, -0.0365], [0.0076, -0.0133, 0.0709], [-0.0370, 0.0115, -0.0174], [-0.1030, -0.0043, -0.0195], [0.0519, -0.0409, -0.3363], [0.0642, -0.1217, 0.1178], [-0.0936, 0.2172, 0.0471], [0.1077, -0.1478, -0.0752], [-0.1260, 0.0683, -0.1507], [-0.1913, -0.0030, -0.0026], [0.1003, -0.0078, 0.0518], [-0.0537, 0.0205, 0.0179], [0.0880, -0.0757, 0.1361], [0.0691, 0.0625, 0.0408], [-0.0796, -0.0446, -0.0436], [0.0124, 0.1810, 0.0972], [-0.0841, -0.0048, 0.4296], [0.1023, 0.0463, 0.2616], [0.0000, 0.0878, 0.2443], [0.1497, 0.1448, -0.2078], [-0.0762, -0.1106, 0.0085], [-0.1505, -0.1057, -0.0696], [0.1153, -0.0050, -0.1652], [-0.0873, 0.0242, 0.0496], [-0.0053, 0.0186, 0.0205], [0.0141, -0.0144, 0.0057], [0.0160, 0.0366, -0.0001], [0.0026, 0.0132, -0.0200], [-0.0107, -0.0127, -0.0101], [-0.0069, -0.0006, 0.0185], [0.0162, 0.0130, 0.0431], [0.0570, 0.1134, 0.1096], [-0.0316, 0.0282, -0.0030], [0.0387, 0.0090, -0.0068], [0.0142, 0.0066, -0.0268], [0.0009, 0.0133, 0.0043], [0.0087, -0.0309, -0.0208], [0.0014, 0.0063, 0.0157], [0.0102, 0.0262, -0.0008], [-0.0219, -0.0290, -0.1223], [0.0209, 0.0136, 0.0091], [0.0260, 0.0370, -0.0001], [0.0025, -0.0151, -0.0358], [0.0256, 0.0343, 0.0005], [-0.0066, -0.0047, -0.0181], [0.0136, -0.0383, -0.0086], [-0.1525, -0.1426, -0.2320], [0.1687, 0.1119, -0.1246], [0.0175, 0.0267, -0.0190], [-0.0379, -0.0323, 0.0634], [-0.0131, 0.0076, -0.0328], [-0.0366, -0.0293, 0.0699], [0.0674, 0.0197, -0.0486], [-0.0837, -0.0726, 0.1534], [0.0659, 0.0112, -0.2777], [0.0011, 0.0047, 0.0325], [0.0127, 0.0047, 0.0286], [0.0293, 0.0118, -0.0018], [-0.0469, 0.1134, -0.0102], [-0.0424, -0.0190, -0.3342], [0.1228, -0.1580, 0.1283], [0.0298, 0.0856, 0.0331], [0.1945, 0.3937, -0.3589], [-0.0691, -0.1271, 0.4068], [0.0035, -0.0077, 0.0001], [-0.0083, -0.0005, 0.0219], [-0.0291, 0.0398, 0.0482], [-0.0089, -0.0445, -0.0222], [-0.0300, 0.1067, 0.1267], [0.0715, -0.0299, 0.0060], [0.0208, 0.0047, -0.0709], [-0.0704, -0.0051, -0.0463], [0.0383, 0.0663, 0.0281], [0.1486, 0.0074, -0.0805], [0.0140, 0.2547, 0.1193], [0.0034, -0.0921, 0.0598], [-0.0291, 0.0053, 0.1001], [-0.1190, -0.3857, -0.3808], [-0.0439, -0.0747, -0.1108], [-0.0253, 0.0019, -0.0043], [-0.0632, -0.1161, -0.0421], [-0.0103, -0.0015, -0.0492], [-0.0193, 0.0121, -0.0135]], "lowdin_charge": [1.116, -0.021, -0.093, -0.260, 0.011, -0.062, -0.069, -0.004, -0.168, 0.166, -0.328, 0.179, -0.160, -0.202, -0.237, -0.020, 0.007, -0.211, -0.083, -0.040, -0.026, -0.301, 0.079, -0.024, -0.056, -0.017, -0.277, -0.097, -0.038, 0.098, 0.103, 0.061, 0.128, 0.111, 0.109, 0.119, 0.106, 0.133, 0.023, 0.124, 0.113, 0.097, 0.104, 0.099, 0.108, 0.127, 0.116, 0.111, 0.098, 0.104, 0.100, 0.759, -0.591, -0.107, -0.067, -0.102, -0.677, 0.677, -0.663, 0.608, 0.110, 0.114, 0.110, 0.964, -0.704, -0.145, 0.066, -0.201, -0.294, 0.108, 0.179, 0.090, 0.145, -0.591, 0.149, 0.144, -0.115, 0.011, -0.002, -0.143, 0.010, 0.010, -0.152, -0.236, 0.127, 0.105, 0.118, 0.128], "e_above_lowest_kj_mol": 25.0, "total_charge": 1, "s_squared": 6.028, "gap_ev": [6.64, 6.56], "e_lumo_ev": [-2.44, -3.86], "spin_multiplicity": 5}